(1)
99
Properties=species:S:1:pos:R:3:lowdin_charge:R:1 method="wB97M-V/def2-TZVPD" e_above_lowest_ev=0.0000 e_lumo_ev=2.02 gap_ha=0.2776 total_charge=-1
Cs -12.67 -10.31 11.82 1.06
O -12.05 -5.35 10.80 0.06
C -12.35 -6.48 11.05 -0.51
N -11.71 -7.39 11.80 0.05
C -11.04 -6.92 12.89 -0.43
O -10.97 -5.75 13.37 -0.01
C -10.23 -8.01 13.67 -0.20
C -9.60 -7.58 14.81 0.01
C -8.79 -8.52 15.51 -0.06
C -8.63 -9.71 14.91 -0.11
C -9.32 -10.09 13.79 -0.15
N -10.06 -9.22 13.10 0.03
C -13.71 -6.99 10.43 -0.18
C -14.42 -6.11 9.64 -0.03
C -15.53 -6.50 9.01 -0.10
C -15.97 -7.79 9.08 -0.05
C -15.26 -8.61 9.99 -0.13
N -14.17 -8.22 10.68 -0.05
H -9.64 -6.57 15.14 0.10
H -8.22 -8.28 16.39 0.10
H -7.95 -10.37 15.47 0.11
H -9.24 -11.11 13.29 0.12
H -13.85 -5.22 9.52 0.11
H -16.00 -5.75 8.35 0.12
H -16.88 -8.09 8.61 0.10
H -15.61 -9.58 10.28 0.09
F -7.84 -14.69 13.41 0.10
C -8.94 -14.13 13.81 -0.30
C -10.11 -14.08 13.00 0.02
C -11.29 -13.54 13.59 -0.03
C -11.38 -13.07 14.91 -0.06
C -10.10 -13.05 15.62 -0.23
F -10.10 -12.82 16.93 0.07
C -8.95 -13.57 15.11 0.05
C -12.62 -12.50 15.52 -0.23
C -13.92 -12.74 15.04 -0.02
C -14.99 -12.62 15.89 -0.06
C -14.70 -12.10 17.16 -0.08
C -13.44 -11.60 17.46 -0.10
N -12.41 -11.79 16.61 0.12
H -10.23 -14.56 12.01 0.12
H -8.04 -13.74 15.68 0.13
H -13.96 -13.26 14.07 0.10
H -15.99 -13.05 15.73 0.12
H -15.48 -12.01 17.90 0.09
H -13.31 -11.09 18.36 0.09
C -9.97 -7.70 4.37 -0.10
N -9.27 -7.67 5.65 -0.32
C -8.27 -6.64 5.76 -0.13
P -9.25 -8.82 6.87 0.40
O -8.09 -9.74 6.87 -0.29
O -10.57 -9.69 6.59 -0.26
P -11.44 -10.66 7.65 0.50
O -11.90 -10.09 8.94 -0.37
N -10.54 -12.00 7.95 -0.27
C -9.52 -12.73 7.18 -0.11
C -11.08 -12.81 9.03 -0.11
N -12.73 -11.00 6.74 -0.30
C -13.97 -10.23 6.75 -0.07
C -12.39 -11.48 5.41 -0.11
N -9.32 -7.95 8.19 -0.31
C -8.56 -8.49 9.35 -0.05
C -10.49 -7.18 8.54 -0.09
H -9.26 -7.85 3.55 0.07
H -10.54 -6.75 4.18 0.09
H -10.56 -8.64 4.36 0.07
H -7.37 -6.92 5.14 0.09
H -8.06 -6.43 6.82 0.08
H -8.69 -5.66 5.33 0.10
H -8.90 -11.98 6.65 0.07
H -9.78 -13.51 6.42 0.08
H -8.82 -13.26 7.89 0.09
H -11.89 -12.42 9.71 0.05
H -10.25 -13.13 9.69 0.08
H -11.50 -13.71 8.59 0.09
H -14.11 -9.63 7.64 0.06
H -14.85 -10.92 6.54 0.09
H -13.88 -9.58 5.90 0.07
H -11.55 -12.20 5.47 0.07
H -12.05 -10.67 4.73 0.08
H -13.25 -12.03 5.02 0.09
H -8.42 -9.55 9.12 0.07
H -9.05 -8.26 10.28 0.07
H -7.56 -7.96 9.38 0.10
H -10.09 -6.35 9.18 0.11
H -11.18 -7.77 8.99 0.02
H -10.93 -6.70 7.62 0.11
O -13.67 -13.11 11.28 -0.22
C -14.93 -13.05 11.13 -0.51
C -15.85 -12.66 12.12 -0.04
C -17.10 -12.15 11.81 -0.18
N -17.57 -12.09 10.56 -0.02
C -16.78 -12.63 9.64 -0.73
Br -17.44 -12.46 7.80 0.60
C -15.55 -13.20 9.87 -0.07
H -12.22 -13.69 13.02 0.09
H -15.65 -12.55 13.16 0.05
H -17.74 -11.65 12.55 0.11
H -14.99 -13.53 9.02 0.09

(2)
87
Properties=species:S:1:pos:R:3:lowdin_charge:R:1 method="wB97M-V/def2-TZVPD" e_lumo_ev="-4.81 / -7.69" gap_ha="0.2750 / 0.2339" total_charge=+2 s2=6.029 spin_multiplicity=5
Pt -0.18 -0.90 -0.24 0.95
C -3.63 -2.42 0.99 -0.16
Si -3.84 -0.87 -0.01 0.37
C -5.10 0.27 0.72 -0.15
C -4.21 -1.20 -1.79 -0.16
N -2.20 -0.10 0.01 -0.27
P -1.71 1.50 0.05 0.75
C -0.04 1.11 -0.08 -0.52
P 1.63 1.46 0.04 0.77
N 2.21 -0.12 0.00 -0.15
Si 3.88 -0.80 0.13 0.38
C 3.87 -2.24 -1.03 -0.16
C 4.00 -1.29 1.91 -0.15
C 5.18 0.43 -0.32 -0.15
C 2.13 2.21 1.56 -0.30
C 1.33 1.98 2.68 -0.07
C 1.72 2.48 3.92 -0.05
C 2.91 3.19 4.04 -0.04
C 3.71 3.41 2.93 -0.04
C 3.33 2.92 1.69 -0.08
C 2.24 2.29 -1.41 -0.31
C 2.37 1.53 -2.58 -0.10
C 2.80 2.13 -3.75 -0.05
C 3.10 3.49 -3.76 -0.04
C 2.95 4.25 -2.61 -0.05
C 2.52 3.66 -1.43 -0.07
C -2.19 2.29 1.57 -0.32
C -2.28 1.50 2.72 -0.11
C -2.61 2.07 3.93 -0.05
C -2.83 3.45 4.01 -0.04
C -2.72 4.24 2.88 -0.05
C -2.40 3.67 1.66 -0.07
C -2.33 2.36 -1.37 -0.30
C -3.56 3.04 -1.35 -0.08
C -4.06 3.60 -2.51 -0.05
C -3.34 3.49 -3.70 -0.04
C -2.13 2.82 -3.73 -0.05
C -1.62 2.25 -2.57 -0.07
H -4.44 -3.12 0.79 0.05
H -3.63 -2.21 2.06 0.04
H -2.68 -2.90 0.72 0.01
H -6.04 -0.28 0.87 0.05
H -5.32 1.10 0.04 0.03
H -4.80 0.68 1.69 0.03
H -5.27 -1.46 -1.89 0.05
H -3.63 -2.04 -2.17 0.00
H -4.02 -0.32 -2.40 0.04
H 2.98 -2.86 -0.89 0.02
H 4.75 -2.86 -0.85 0.05
H 3.90 -1.91 -2.07 0.04
H 3.25 -2.02 2.20 0.03
H 3.90 -0.41 2.56 0.04
H 4.98 -1.73 2.08 0.05
H 4.98 0.94 -1.27 0.03
H 6.13 -0.10 -0.42 0.05
H 5.31 1.18 0.46 0.03
H 0.41 1.43 2.59 0.08
H 1.10 2.31 4.79 0.12
H 3.21 3.58 5.00 0.12
H 4.63 3.97 3.03 0.12
H 3.97 3.09 0.83 0.10
H 2.13 0.47 -2.58 0.10
H 2.91 1.55 -4.65 0.12
H 3.44 3.96 -4.67 0.12
H 3.17 5.31 -2.62 0.12
H 2.39 4.26 -0.54 0.11
H -2.11 0.43 2.65 0.10
H -2.69 1.46 4.82 0.12
H -3.09 3.89 4.96 0.12
H -2.89 5.31 2.95 0.12
H -2.30 4.30 0.78 0.11
H -4.12 3.12 -0.43 0.10
H -5.00 4.12 -2.49 0.12
H -3.74 3.93 -4.60 0.12
H -1.57 2.74 -4.65 0.12
H -0.67 1.73 -2.59 0.09
Br -0.70 -2.68 -2.63 0.84
C -0.22 -3.74 -1.14 -0.74
C -0.25 -5.12 -1.20 -0.07
C 0.11 -5.81 -0.05 -0.01
C 0.50 -5.10 1.08 -0.02
C 0.50 -3.72 1.04 -0.12
N 0.15 -3.04 -0.07 -0.17
H -0.56 -5.63 -2.10 0.12
H 0.09 -6.89 -0.04 0.13
H 0.79 -5.61 1.99 0.12
H 0.78 -3.12 1.89 0.11